1.
C5H16NS2 | ωB97M-V/def2-TZVPD

Values from the calculation:
max |F| = 2.9 eV/A
electronic energy = -28598.5834 eV
energy relative to the best compared isomer or geometry (same formula, charge and spin) = 90.50 kJ/mol
Kohn-Sham gap = 9.72 eV

```
! wB97M-V def2-TZVPD RIJCOSX def2/J DEFGRID3
* xyz 1 1
C 1.686 0.217 -0.939
C 2.199 -0.945 -0.093
S 2.852 -2.267 -1.113
N 1.315 1.325 -0.030
H 0.806 -0.109 -1.491
H 2.427 0.598 -1.660
H 1.408 -1.288 0.597
H 3.062 -0.631 0.512
H 1.673 -2.623 -1.609
H 1.110 2.177 -0.606
H 2.046 1.556 0.574
H 0.462 1.132 0.551
C -2.046 0.753 -1.452
C -1.889 -0.113 -0.207
S -1.475 0.914 1.278
C -1.443 -0.377 2.581
H -2.237 0.137 -2.323
H -1.060 1.246 -1.627
H -2.788 1.535 -1.372
H -1.057 -0.839 -0.339
H -2.795 -0.689 0.031
H -2.436 -0.687 2.874
H -0.769 -1.249 2.450
H -1.052 0.228 3.410
*
```

Results of the natural (NBO) charge analysis, in e, for atoms 1 through 4: -0.243, -0.567, 0.057, -0.712

---

2.
C45H43N5O2PPdS2 | ωB97M-V/def2-TZVPD

Values from the calculation:
max |F| = 1.4 eV/A
electronic energy = -93340.5972 eV
energy relative to the best compared isomer or geometry (same formula, charge and spin) = 112.44 kJ/mol
Kohn-Sham gap = 8.22 eV

```
! wB97M-V def2-TZVPD RIJCOSX def2/J DEFGRID3
* xyz 1 1
Pd 0.877 0.271 -0.227
C -4.089 2.247 1.602
C -3.582 1.487 0.560
C -2.346 0.870 0.691
C -1.610 1.006 1.863
C -2.126 1.775 2.907
C -3.354 2.397 2.773
P 0.035 0.247 1.946
C 0.233 -0.570 3.548
C 1.522 -0.863 3.990
C 1.706 -1.470 5.220
C 0.610 -1.793 6.009
C -0.674 -1.532 5.556
C -0.866 -0.934 4.318
C 1.201 1.609 2.072
C 1.571 2.496 3.078
C 2.560 3.417 2.795
C 3.192 3.395 1.549
C 2.835 2.494 0.555
C 1.788 1.608 0.819
H -5.059 2.718 1.508
H -4.150 1.365 -0.354
H -1.952 0.273 -0.125
H -1.560 1.901 3.822
H -3.739 3.004 3.582
H 2.382 -0.599 3.386
H 2.708 -1.692 5.562
H 0.758 -2.252 6.977
H -1.530 -1.796 6.161
H -1.872 -0.752 3.963
H 1.112 2.451 4.059
H 2.869 4.135 3.542
H 3.995 4.095 1.353
H 3.398 2.473 -0.364
O 0.710 -1.129 -2.714
S 0.743 -1.081 -4.208
C 2.345 -0.281 -4.587
C 2.447 0.760 -5.702
C 2.802 2.167 -5.222
C 1.749 2.845 -4.341
S 2.118 2.805 -2.575
O 1.858 1.417 -2.037
C 0.800 3.891 -2.039
C -0.245 3.403 -1.273
C -1.223 4.277 -0.817
C -1.151 5.624 -1.133
C -0.094 6.106 -1.893
C 0.892 5.244 -2.340
C -0.448 0.169 -4.664
C -0.846 0.308 -5.987
C -1.789 1.270 -6.317
C -2.346 2.066 -5.323
C -1.976 1.888 -3.997
C -1.030 0.931 -3.662
H 3.004 -1.128 -4.781
H 2.600 0.124 -3.610
H 1.524 0.824 -6.278
H 3.214 0.442 -6.409
H 2.926 2.794 -6.108
H 3.776 2.167 -4.722
H 0.740 2.460 -4.496
H 1.730 3.920 -4.536
H -0.287 2.354 -1.013
H -2.033 3.895 -0.209
H -1.912 6.305 -0.776
H -0.028 7.161 -2.126
H 1.731 5.631 -2.906
H -0.432 -0.337 -6.754
H -2.100 1.388 -7.346
H -3.081 2.816 -5.585
H -2.420 2.500 -3.221
H -0.723 0.766 -2.635
C 1.772 -2.938 0.854
C 0.465 -2.966 0.142
N -0.161 -1.923 -0.343
C -1.323 -2.383 -0.914
C -1.407 -3.727 -0.751
N -0.264 -4.098 -0.066
C 0.095 -5.448 0.324
N 0.296 -5.533 1.745
N 1.520 -5.820 2.248
N 1.462 -5.865 3.518
C 0.164 -5.605 3.907
C -0.414 -5.559 5.181
C -1.758 -5.284 5.244
C -2.521 -5.051 4.076
C -1.968 -5.094 2.818
C -0.601 -5.391 2.765
H 2.298 -2.018 0.600
H 2.400 -3.785 0.583
H 1.634 -2.971 1.938
H -2.012 -1.729 -1.420
H -2.147 -4.449 -1.049
H 1.016 -5.786 -0.149
H -0.723 -6.098 0.012
H 0.177 -5.740 6.067
H -2.253 -5.245 6.205
H -3.575 -4.829 4.180
H -2.557 -4.908 1.931
*
```

Results of the Löwdin charge analysis, in e, for atoms 1 through 4: 0.758, -0.072, -0.080, -0.111

---

3.
C3H3N3O2 | ωB97M-V/def2-TZVPD

Values from the calculation:
max |F| = 6.5 eV/A
electronic energy = -11722.4104 eV
energy relative to the best compared isomer or geometry (same formula, charge and spin) = 342.21 kJ/mol
Kohn-Sham gap = 9.52 eV

```
! wB97M-V def2-TZVPD RIJCOSX def2/J DEFGRID3
* xyz 0 1
H -1.836 0.791 -2.324
N -1.049 1.345 -1.886
C -0.693 0.656 -0.753
N -1.440 -0.476 -0.322
C -0.528 -1.392 0.129
O 0.569 -1.124 0.765
C 0.904 0.127 0.813
O 2.041 0.323 1.580
N 0.324 1.003 0.191
H -0.740 -2.533 0.351
H 2.447 1.280 1.456
*
```

Results of the natural (NBO) charge analysis, in e, for atoms 1 through 4: 0.350, -0.644, 0.490, -0.487

---

- The highest max |F| belongs to which entry?
  C3H3N3O2

---

- Look up the Kohn-Sham gap of the second one.
  8.22 eV

---

- Look up the electronic energy of the third one.
  -11722.4104 eV